DFT (the ωB97M-V functional and the def2-TZVPD basis) results for the molecule C6H10O.

Atoms and positions in Å:
C (1.953, -0.409, -0.683)
C (1.482, 0.597, 0.294)
C (0.367, 1.415, -0.279)
C (-0.973, 0.695, -0.008)
O (-1.176, -0.441, -0.860)
C (-1.248, -1.334, 0.267)
C (-1.072, -0.177, 1.261)
H (2.607, -1.176, -0.255)
H (2.561, 0.194, -1.385)
H (1.150, -0.849, -1.299)
H (-0.156, -0.198, 1.852)
H (0.313, 2.391, 0.220)
H (0.409, 1.570, -1.370)
H (-1.785, 1.423, -0.137)
H (-0.434, -2.071, 0.241)
H (-2.209, -1.859, 0.306)
H (-1.931, 0.025, 1.904)

Values from the calculation:
lowest unoccupied orbital energy: 0.1 eV
highest occupied orbital energy: -8.11 eV
total energy: -8426.90162 eV
Kohn-Sham gap: 8.21 eV
multiplicity: 1
energy relative to the best compared isomer or geometry (same formula, charge and spin): 418.6 kJ/mol

Atomic partial charges in e from the natural (NBO) method, atoms 1 to 5:
1 C -0.812
2 C 0.201
3 C -0.607
4 C 0.139
5 O -0.540